Here is a structure of composition C16H31BO15Sb in a non-equilibrium geometry from the Open Molecules 2025 dataset. Energies are from wB97M-V/def2-TZVPD.

```
64
Properties=species:S:1:pos:R:3
O 1.171 3.113 0.575
B 0.383 3.982 1.386
O 0.773 5.335 1.483
O -0.736 3.426 2.014
Sb -2.403 4.265 1.084
H 0.674 2.293 0.569
H 0.697 5.771 0.639
H -2.747 2.794 0.195
H -1.301 4.730 -0.235
H -2.043 5.745 1.985
H -3.497 3.690 2.333
H -3.679 5.172 0.253
C -0.769 3.316 4.944
C -1.157 3.921 6.276
C -0.277 3.525 7.425
O -1.157 3.675 8.546
C -2.417 3.465 8.081
O -3.373 3.325 8.775
O -2.434 3.431 6.727
H -1.609 3.326 4.251
H 0.058 3.862 4.496
H -0.466 2.272 5.059
H -1.236 5.009 6.182
H 0.599 4.164 7.531
H 0.046 2.481 7.382
C 2.545 0.350 -4.043
C 2.134 0.941 -2.711
C 2.981 0.511 -1.550
O 2.077 0.646 -0.450
C 0.830 0.458 -0.951
O -0.143 0.311 -0.286
O 0.845 0.454 -2.309
H 1.720 0.388 -4.747
H 3.392 0.891 -4.464
H 2.826 -0.698 -3.939
H 2.071 2.030 -2.783
H 3.860 1.138 -1.407
H 3.294 -0.537 -1.606
C -0.478 -3.998 -4.409
C -0.258 -2.882 -5.404
C -0.134 -3.313 -6.838
O 0.650 -2.252 -7.400
C 1.418 -1.762 -6.392
O 2.317 -1.000 -6.529
O 1.015 -2.253 -5.195
H -0.192 -3.677 -3.408
H -1.522 -4.309 -4.397
H 0.134 -4.871 -4.648
H -1.031 -2.118 -5.279
H -1.096 -3.393 -7.343
H 0.415 -4.250 -6.964
C 0.181 -3.214 0.823
C -0.577 -4.485 0.501
C -0.299 -5.632 1.429
O -0.586 -6.763 0.600
C -0.343 -6.381 -0.681
O -0.298 -7.122 -1.607
O -0.157 -5.039 -0.758
H 0.234 -2.564 -0.051
H -0.301 -2.671 1.635
H 1.209 -3.433 1.120
H -1.648 -4.271 0.428
H -0.933 -5.629 2.315
H 0.748 -5.693 1.740
```

Computed properties:
electronic energy: -2022.07034 Ha
highest occupied orbital energy: -0.1493 Eh
LUMO: 2.0 eV
total charge: -1
frontier orbital gap: 0.223 Eh